Density functional theory data (ωB97M-V with the def2-TZVPD basis set) for a molecular structure, C31H40N5O6SSiZn.

```
85
Properties=species:S:1:pos:R:3:lowdin_charge:R:1
Zn -0.913 0.025 0.336 0.732
S -3.139 -5.981 2.225 0.659
Si 3.651 -0.025 -0.016 0.722
O -3.624 -6.307 0.904 -0.302
O 0.076 -2.303 3.276 -0.018
O -0.384 -0.388 2.204 -0.140
O -3.681 -4.590 -2.347 0.088
O -3.156 -6.993 3.254 -0.321
O -5.345 -4.708 -0.952 0.062
N -2.184 -1.845 0.323 0.087
N 0.667 -1.252 -0.098 -0.031
N -4.228 -4.327 -1.286 -0.329
N -3.884 -3.138 0.886 0.059
N 0.477 3.047 -0.150 -0.257
C 4.463 2.730 -0.041 -0.117
C -0.599 -6.483 1.580 -0.104
C -2.232 1.486 -0.101 -0.134
C 1.355 -3.319 0.955 -0.073
C 5.071 2.825 2.656 -0.103
C 1.034 -1.795 -1.291 -0.231
C -3.528 -3.439 -0.415 -0.151
C 5.150 3.984 1.893 -0.111
C 0.907 2.230 -1.272 -0.115
C 4.129 -0.142 -1.844 -0.228
C 0.750 2.593 1.203 -0.090
C -4.512 3.177 -0.409 -0.114
C 4.374 1.548 0.705 -0.323
C 4.845 3.929 0.539 -0.101
C 1.582 -3.036 -1.422 -0.122
C 4.687 1.629 2.069 -0.115
C -3.556 1.005 -0.134 -0.154
C 4.387 -1.524 0.868 -0.223
C 1.806 -3.823 -0.253 -0.121
C -3.071 -1.522 2.630 0.021
C -4.677 1.808 -0.282 -0.118
C -2.097 2.878 -0.258 -0.230
C -2.483 -2.630 -0.744 0.002
C -4.138 -4.623 2.851 -0.195
C -0.794 3.688 -0.301 -0.199
C 0.749 -2.075 1.016 -0.260
C -1.480 -5.349 2.092 -0.283
C -3.229 3.689 -0.398 -0.083
C 0.130 -1.575 2.275 -0.632
C -3.034 -2.161 1.289 -0.309
C -4.830 -3.827 1.757 -0.136
H 3.916 -1.701 1.836 0.021
H 5.303 2.858 3.714 0.095
H 1.869 -3.392 -2.403 0.089
H 1.655 2.756 -1.880 0.073
H 1.448 -3.866 1.884 0.109
H -3.493 -4.012 3.481 0.098
H -1.192 -5.014 3.088 0.110
H 5.440 4.921 2.351 0.091
H 3.764 0.712 -2.419 0.010
H 3.696 -1.045 -2.277 0.006
H -5.432 -4.487 1.139 0.106
H 5.216 -0.192 -1.966 0.026
H 0.434 -6.149 1.540 0.065
H -1.488 -4.493 1.414 0.091
H -1.943 -2.590 -1.674 0.131
H -5.366 3.836 -0.516 0.091
H -5.485 -3.079 2.204 0.131
H -3.733 -0.060 -0.050 0.060
H -0.082 2.047 1.664 0.054
H -0.872 4.451 0.482 0.120
H 1.366 1.301 -0.931 0.017
H 4.215 2.713 -1.097 0.086
H -5.667 1.367 -0.301 0.091
H 5.464 -1.406 1.028 0.025
H -3.086 4.761 -0.506 0.105
H -2.868 -0.459 2.520 0.085
H -0.790 4.237 -1.251 0.121
H -0.667 -7.347 2.240 0.076
H 4.617 0.737 2.683 0.095
H -4.876 -5.119 3.481 0.110
H 0.979 3.455 1.839 0.084
H -0.904 -6.782 0.578 0.082
H 2.277 -4.796 -0.318 0.082
H 0.911 -1.153 -2.158 0.105
H -4.039 -1.658 3.110 0.083
H 4.898 4.828 -0.063 0.095
H -2.269 -1.908 3.268 0.083
H 1.615 1.936 1.206 0.055
H 4.216 -2.413 0.260 0.010
H 0.069 1.975 -1.929 0.078
```

Summary:
calculated total energy: -4397.46501 a.u.
spin multiplicity: 1
charge: -1
molecular weight: 704.233 g mol⁻¹